No. 1
Formula: C6H12O
Source: OMol25
Level of theory: ωB97M-V/def2-TZVPD

The geometry in XYZ format:
```
19
Properties=species:S:1:pos:R:3
O 2.758 0.932 0.302
C -2.622 -1.318 0.410
C 1.928 -0.232 0.015
C -0.071 1.070 -0.688
C 0.877 -0.042 -1.089
C -1.098 0.702 0.423
C -1.420 -0.747 0.862
H 0.488 1.879 -0.343
H 1.624 -0.540 1.061
H -0.810 1.358 1.276
H -3.480 -0.795 0.920
H 1.290 0.326 -2.052
H -2.729 -2.376 0.247
H 2.647 -1.221 -0.323
H 0.377 -0.942 -1.160
H -0.664 1.425 -1.607
H -0.643 -1.242 1.367
H -2.137 1.106 0.004
H 3.687 0.657 0.374
```

Summary:
**E_tot**: -8460.27973 eV
**HOMO-LUMO gap**: 9.29 eV
**ΔE to the lowest compared entry with this formula, charge and spin**: 94.0 kcal/mol
**SMILES**: C=CCCCCO

Just the natural (NBO) charges please, in e? Sure, here they are: -0.754 -0.464 -0.054 -0.377 -0.437 -0.467 -0.111 0.216 0.179 0.207 0.219 0.220 0.188 0.149 0.214 0.201 0.182 0.212 0.478

---

No. 2
Formula: C67H62Cl4F5I2O4P3SeSiY
Source: OMol25
Level of theory: ωB97M-V/def2-TZVPD

The geometry in XYZ format:
```
150
Properties=species:S:1:pos:R:3
I -4.149 -2.925 1.450
I -1.939 -1.253 0.273
Y -0.118 1.004 0.117
Se -0.606 -0.533 -2.519
Cl -2.822 6.597 5.014
Cl 2.131 9.025 3.515
Cl -1.969 1.698 6.577
Cl -0.698 4.137 0.871
P 0.623 -1.213 2.953
P 1.429 -3.222 0.487
P -3.156 1.683 -1.703
Si 2.539 -0.072 0.348
F 2.946 -2.617 -5.763
F 2.230 -1.325 -3.542
F -2.297 -1.543 -4.907
F 1.067 -3.367 -7.561
F -1.544 -2.802 -7.126
O 2.067 4.357 -0.033
O -1.067 1.612 1.909
O 1.701 2.949 -3.186
O 0.711 2.346 -1.271
C -0.626 -2.442 -6.225
C 1.996 7.858 1.072
C 1.451 -3.562 4.455
C 3.284 -1.528 -0.694
C -2.640 2.894 -3.040
C -0.325 -0.045 4.000
C -4.179 0.512 -2.791
C 1.747 4.496 -1.406
C 3.432 -6.598 2.977
C 1.668 -5.938 1.469
C -1.955 -4.866 -2.215
C 5.075 -0.191 3.698
C 0.706 -2.730 -6.453
C 0.213 1.145 4.282
C 1.662 -2.348 -5.531
C 2.236 5.267 2.114
C -5.613 0.973 -3.091
C -2.266 4.024 5.352
C 2.159 -4.639 1.424
C -4.262 -0.960 -2.369
C -0.997 -1.787 -5.066
C 1.983 6.758 0.217
C 3.713 1.330 -0.185
C -1.856 2.607 5.035
C 0.464 -2.876 3.746
C 2.121 7.656 2.428
C 0.016 -5.487 4.697
C 0.203 -3.819 -2.001
C -0.737 -3.551 3.488
C 4.964 -2.271 -2.314
C 4.365 -1.273 -1.560
C 2.906 -0.738 4.550
C 3.301 -4.333 2.173
C 4.547 -0.158 2.418
C -2.012 -5.004 -0.833
C -1.406 3.924 2.436
C 4.242 -0.456 4.780
C -0.521 2.447 4.269
C -2.243 5.027 4.485
C 4.501 -3.582 -2.228
C -2.613 2.045 3.778
C 2.378 3.875 2.669
C -0.064 -1.400 -4.108
C 1.227 -4.850 4.926
C -4.113 3.721 0.074
C -0.967 -4.547 -0.042
C -0.848 -4.265 -2.795
C -0.969 -4.832 3.969
C 2.300 -6.911 2.242
C 3.436 -3.858 -1.389
C -1.387 2.469 2.897
C -3.654 3.329 -4.103
C 2.100 5.476 0.731
C 0.170 -3.971 -0.616
C 2.830 -2.846 -0.638
C 3.934 -5.299 2.937
C 1.399 3.151 -2.029
C 2.240 6.373 2.946
C -2.778 0.555 3.839
C 1.273 -1.687 -4.381
C -4.514 2.462 -0.690
C -1.786 -0.321 3.977
C -1.940 4.144 -2.502
C -4.974 1.409 0.330
C 3.184 -0.404 2.153
C -1.767 5.016 3.099
C 2.376 -0.746 3.252
H 3.534 2.221 0.406
H 3.923 -7.357 3.575
H -5.710 2.027 -3.330
H -3.604 0.530 -3.721
H -6.272 0.753 -2.247
H 4.821 -5.038 3.504
H 2.333 6.235 4.017
H -1.046 -4.616 1.042
H -3.291 -1.443 -2.337
H -4.163 1.182 1.031
H -3.151 3.989 -4.818
H 2.249 -0.942 5.388
H 1.908 8.861 0.675
H -5.987 0.405 -3.949
H -1.871 2.293 -3.537
H 0.151 3.294 4.401
H 1.887 6.921 -0.849
H 4.740 -0.267 -1.668
H 4.632 -0.445 5.792
H 3.700 -3.320 2.153
H 1.629 3.199 2.249
H -1.292 3.917 -1.658
H -3.284 3.504 0.748
H 0.857 5.131 -1.514
H -3.797 0.182 3.843
H -4.737 -1.095 -1.396
H 1.287 1.248 4.222
H 3.354 3.449 2.430
H 3.534 1.583 -1.234
H -3.549 2.558 3.556
H 4.774 1.071 -0.089
H -5.821 1.797 0.907
H -0.152 -6.491 5.067
H 5.785 -2.025 -2.980
H 1.903 -7.920 2.260
H 4.964 -4.373 -2.808
H -4.476 3.899 -3.660
H 1.060 -3.347 -2.464
H 2.568 4.938 -1.967
H 5.214 0.067 1.592
H 0.791 -6.211 0.895
H -1.320 4.580 -3.291
H -4.070 2.498 -4.670
H -2.662 4.200 6.343
H -1.913 -5.319 3.749
H -5.284 0.469 -0.125
H 2.273 3.883 3.755
H 6.131 0.003 3.858
H -2.067 -1.365 4.077
H -4.870 -1.495 -3.109
H -4.955 4.053 0.691
H 2.419 -3.112 4.624
H -2.776 -5.213 -2.833
H -2.661 4.901 -2.190
H -2.888 -5.439 -0.364
H 3.067 -4.875 -1.306
H -1.494 -3.081 2.870
H -5.343 2.709 -1.353
H -0.799 -4.135 -3.872
H -1.673 5.976 2.612
H 2.017 -5.364 5.462
H -3.824 4.549 -0.571
```

Summary:
**Net charge**: -1
**E_tot**: -260691.62011 eV
**HOMO-LUMO gap (alpha / beta)**: 4.61 / 5.09 eV
**ΔE to the lowest compared entry with this formula, charge and spin**: 111.5 kcal/mol

Löwdin population analysis, charges in e, atoms 1 to 99: 0.061 0.397 0.866 0.777 0.649 0.629 0.703 0.899 1.006 1.089 1.022 0.595 0.129 0.116 0.096 0.135 0.120 -0.092 -0.397 0.073 -0.298 -0.151 -0.109 -0.099 -0.289 -0.541 -0.350 -0.532 -0.112 -0.108 -0.080 -0.077 -0.090 -0.135 -0.080 -0.135 -0.194 -0.130 -0.133 -0.342 -0.187 -0.266 -0.011 -0.251 -0.650 -0.345 -0.670 -0.093 -0.118 -0.156 -0.089 -0.110 -0.132 -0.111 -0.105 -0.126 -0.494 -0.090 -0.155 -0.633 -0.088 -0.151 -0.021 -0.453 -0.092 -0.112 -0.197 -0.082 -0.087 -0.094 -0.102 -0.482 -0.118 -0.283 -0.398 -0.399 -0.094 -0.616 -0.065 -0.072 -0.256 -0.550 -0.129 -0.137 -0.123 -0.295 -0.139 -0.403 0.003 0.096 0.044 0.077 0.077 0.103 0.114 0.078 -0.027 0.053 0.078

---

No. 3
Formula: C8H32BrN16O8Y
Source: OMol25
Level of theory: ωB97M-V/def2-TZVPD

The geometry in XYZ format:
```
66
Properties=species:S:1:pos:R:3
Y -0.587 -1.009 -0.445
Br -1.424 -5.347 -2.447
O -3.238 3.295 0.652
O 1.291 0.733 3.709
O 1.985 3.394 -0.687
O 0.029 -4.436 3.232
O 4.016 -2.200 0.111
O -5.036 -2.382 1.155
O -3.039 0.487 -4.132
O 2.418 0.079 -4.598
N 4.480 -0.020 -5.252
N -4.582 -0.852 -5.047
N -3.519 5.358 -0.164
N 6.082 -2.794 -0.331
N 3.427 4.824 0.220
N 1.218 -6.347 3.405
N 1.656 2.500 4.969
N -4.062 1.015 -6.117
N 5.798 -1.742 1.538
N -6.252 -4.122 1.592
N 0.628 -5.398 5.164
N -7.263 -2.221 1.740
N 2.470 5.268 -1.649
N -4.331 4.980 1.687
N 2.974 1.135 -6.408
N 2.207 0.441 5.701
C -6.152 -2.833 1.457
C 0.599 -5.325 3.911
C -3.695 4.428 0.716
C 2.617 4.408 -0.723
C 1.659 1.223 4.747
C -3.847 0.239 -5.070
C 3.263 0.375 -5.375
C 5.211 -2.113 0.392
H -8.111 -2.743 1.910
H -5.465 -4.753 1.540
H 3.840 5.745 0.235
H 0.913 -6.270 5.587
H -4.054 6.196 0.017
H -3.714 1.953 -6.255
H 2.707 0.906 6.446
H 5.153 -1.387 2.230
H 1.070 -6.506 2.419
H 5.051 0.125 -6.073
H 0.270 -4.615 5.692
H -4.985 -1.036 -5.955
H 2.927 6.154 -1.486
H 6.799 -1.795 1.660
H -7.170 -4.504 1.768
H 4.811 -0.351 -4.357
H -4.442 4.544 2.591
H 2.053 2.818 5.841
H -3.053 5.127 -1.030
H 1.482 3.069 4.153
H 2.123 1.618 -6.659
H -7.325 -1.213 1.733
H 3.736 4.139 0.895
H -4.718 5.892 1.492
H 1.840 5.039 -2.403
H 1.488 -7.092 4.031
H 7.044 -2.583 -0.108
H 2.224 -0.567 5.758
H 5.923 -3.295 -1.194
H 3.732 1.393 -7.023
H -4.484 -1.578 -4.352
H -4.671 0.526 -6.757
```

Summary:
**Net charge**: +2
**E_tot**: -120104.14263 eV
**HOMO-LUMO gap**: 3.07 eV
**ΔE to the lowest compared entry with this formula, charge and spin**: 529.5 kcal/mol

Just the natural (NBO) charges please, in e? Sure, here they are: 2.136 -0.162 -0.719 -0.724 -0.720 -0.745 -0.716 -0.743 -0.746 -0.708 -0.815 -0.805 -0.806 -0.814 -0.832 -0.806 -0.811 -0.807 -0.831 -0.806 -0.789 -0.808 -0.802 -0.804 -0.824 -0.840 0.758 0.749 0.752 0.750 0.765 0.766 0.752 0.766 0.397 0.414 0.391 0.392 0.378 0.431 0.377 0.411 0.407 0.389 0.413 0.378 0.388 0.404 0.377 0.418 0.412 0.397 0.408 0.419 0.416 0.414 0.405 0.378 0.415 0.384 0.371 0.415 0.414 0.372 0.417 0.384

---

No. 4
Formula: C4H12
Source: OMol25
Level of theory: ωB97M-V/def2-TZVPD

The geometry in XYZ format:
```
16
Properties=species:S:1:pos:R:3
C -0.157 0.855 -2.515
C 0.760 -0.743 2.667
C 0.000 0.430 2.025
C -0.628 -0.601 -2.198
H 0.761 1.067 1.914
H 1.818 -0.483 2.994
H -0.817 0.900 2.296
H -0.183 1.414 -1.512
H -0.909 1.519 -3.124
H 0.103 -1.011 -1.531
H 0.971 0.993 -2.792
H 0.056 -0.964 3.562
H 0.750 -1.483 1.956
H -0.803 -1.533 -2.846
H 0.011 0.333 0.934
H -1.612 -0.399 -1.730
```

Summary:
**E_tot**: -4340.13137 eV
**HOMO-LUMO gap**: 12.10 eV
**ΔE to the lowest compared entry with this formula, charge and spin**: 55.3 kcal/mol
**SMILES**: CC.CC

Just the natural (NBO) charges please, in e? Sure, here they are: -0.621 -0.600 -0.629 -0.633 0.212 0.205 0.205 0.205 0.213 0.203 0.210 0.207 0.204 0.217 0.196 0.207

---

Q: Among the records above, which one has the lowest E_tot?
A: C67H62Cl4F5I2O4P3SeSiY

---

Q: Look up the E_tot of the second one.
A: -260691.62011 eV